This record from the Open Molecules 2025 dataset describes a cluster of 11 separate species, C30H47FN11O6P in total. The level of theory is ωB97M-V/def2-TZVPD.

Calculated values
total energy: -72548.7490 eV
Kohn-Sham gap: 9.67 eV
strongest force on any atom: 0.9 eV/Å
SMILES: CCCCC[C@@]1(CCF)OC(=O)O[C@@]1(ON=O)[PH2]=O.CC#N.CC#N.CC#N.CC#N.CC#N.CC#N.CC#N.CC#N.CC#N.CC#N
total charge: 0

CARTESIAN COORDINATES (ANGSTROEM)
C: 6.7821 -2.0372 0.9252
C: 5.2787 -1.9462 0.6540
C: 4.9355 -2.3435 -0.7863
C: 3.6911 -1.6875 -1.3792
C: 2.3900 -2.0677 -0.6447
C: 1.4328 -0.9102 -0.3717
C: 1.9799 0.2330 0.4726
C: 1.5165 1.6171 0.0588
F: 2.1544 2.5434 0.8904
O: 1.1569 -0.3726 -1.7340
C: -0.1566 -0.3846 -1.9510
O: -0.7749 0.3597 -2.6320
O: -0.7016 -1.4146 -1.2205
C: -0.0148 -1.3569 0.0358
O: -0.6310 -0.3332 0.7762
N: -1.0821 -0.6978 2.1817
O: -0.4973 -0.1005 2.9596
P: -0.2728 -3.0579 0.7338
O: 0.1378 -3.2167 2.1420
H: 6.9829 -1.8340 1.9754
H: 7.3238 -1.2763 0.3631
H: 7.1691 -3.0326 0.7018
H: 4.7510 -2.5753 1.3726
H: 4.9855 -0.9070 0.8129
H: 5.7824 -2.0670 -1.4145
H: 4.8616 -3.4301 -0.8773
H: 3.6173 -2.0465 -2.4081
H: 3.8195 -0.6058 -1.4558
H: 1.8302 -2.7388 -1.3017
H: 2.6021 -2.6314 0.2683
H: 3.0662 0.2375 0.4151
H: 1.7460 0.0892 1.5265
H: 1.7937 1.8583 -0.9667
H: 0.4419 1.7625 0.1679
H: 0.3780 -3.8878 -0.1894
H: -1.6450 -3.2472 0.4973
C: -4.4804 0.4496 1.9889
C: -5.6090 -0.1341 2.6956
N: -6.4980 -0.5947 3.2560
H: -4.2684 -0.1078 1.0778
H: -4.6916 1.4807 1.7111
H: -3.5880 0.4363 2.6127
C: -4.2611 1.3054 -2.3088
C: -5.3519 1.5905 -1.3875
N: -6.2252 1.8127 -0.6764
H: -4.4240 1.8032 -3.2637
H: -3.3101 1.6449 -1.8996
H: -4.1837 0.2349 -2.4939
C: -6.5103 -0.1455 6.4512
C: -6.8830 -0.0083 7.8518
N: -7.1749 0.1004 8.9567
H: -5.8542 0.6684 6.1483
H: -5.9893 -1.0855 6.2789
H: -7.3868 -0.1290 5.8072
C: 5.1307 2.3190 2.9072
C: 4.3545 1.0950 3.0229
N: 3.7098 0.1501 3.1161
H: 4.6812 3.1082 3.5078
H: 6.1539 2.1561 3.2372
H: 5.1580 2.6499 1.8700
C: -6.8703 -3.3399 9.6304
C: -7.0123 -4.4065 10.6104
N: -7.1243 -5.2483 11.3820
H: -7.1876 -2.3836 10.0432
H: -5.8316 -3.2445 9.3175
H: -7.4772 -3.5465 8.7501
C: -1.3785 3.0638 -4.4915
C: -2.7075 3.1919 -5.0623
N: -3.7731 3.2731 -5.4824
H: -1.4041 2.4278 -3.6095
H: -0.6929 2.6147 -5.2079
H: -0.9881 4.0390 -4.2040
C: 7.0225 -1.2666 -5.0931
C: 6.6238 -2.3919 -4.2604
N: 6.3101 -3.2742 -3.5972
H: 6.9442 -0.3345 -4.5357
H: 8.0529 -1.3850 -5.4234
H: 6.3841 -1.1986 -5.9722
C: 8.5862 -0.5569 5.5846
C: 8.5439 -0.2868 4.1550
N: 8.5070 -0.0733 3.0275
H: 9.1496 -1.4672 5.7817
H: 9.0637 0.2661 6.1135
H: 7.5784 -0.6844 5.9771
C: -6.4454 1.8653 -6.7520
C: -6.8546 0.4863 -6.9725
N: -7.1655 -0.6045 -7.1467
H: -7.1094 2.3578 -6.0430
H: -5.4344 1.9182 -6.3552
H: -6.4721 2.4287 -7.6839
C: -3.7507 4.9197 -8.6860
C: -2.5808 5.3964 -9.4080
N: -1.6527 5.7735 -9.9674
H: -4.5530 5.6550 -8.7213
H: -4.1198 3.9923 -9.1214
H: -3.5094 4.7292 -7.6418